Model i:
{
  "formula": "C3H4FO2",
  "method": "wB97M-V/def2-TZVPD",
  "lumo_energy_ev": [-6.20, -6.20],
  "homo_ha": [-0.604, -0.604],
  "charge": 1,
  "spin_multiplicity": 1,
  "species": ["C", "C", "C", "O", "O", "F", "H", "H", "H", "H"],
  "xyz": [[1.52689, 0.58257, -0.42886], [-0.80778, -0.40764, 0.14538], [0.00290, 0.34500, 1.30612], [0.89938, -0.33641, -1.19706], [-1.57152, -0.88966, -0.44801], [-0.87559, 0.79717, 2.27043], [1.56427, 1.70171, -0.55160], [1.98630, 0.22279, 0.41988], [0.50277, -0.51128, 1.70200], [0.72226, 1.14684, 0.95811]],
  "nbo_charge": [0.235, 0.891, 0.000, -0.530, -0.199, -0.265, 0.208, 0.151, 0.249, 0.259]
}

Model ii:
{
  "formula": "C3H4FO2",
  "method": "wB97M-V/def2-TZVPD",
  "lumo_energy_ev": -6.11,
  "homo_ha": -0.551,
  "charge": 1,
  "spin_multiplicity": 1,
  "species": ["C", "C", "C", "O", "O", "F", "H", "H", "H", "H"],
  "xyz": [[-1.85598, 0.26377, -0.42885], [1.27158, -1.01259, 0.04383], [1.68630, 0.32643, -0.10945], [1.21608, -2.10550, 0.13476], [-0.93687, -0.38719, -0.83916], [0.88242, 1.29121, 0.36255], [-2.55716, 0.51534, -1.23521], [-1.70363, 0.97836, 0.41452], [2.85997, 0.48187, 0.24637], [1.75581, 0.46984, -1.24058]],
  "nbo_charge": [0.314, 0.927, -0.158, -0.188, -0.561, -0.268, 0.163, 0.151, 0.315, 0.304]
}

Which is more stable than every other structure shown? model ii is more stable than every other one.